# 1
C5H7N | ωB97M-V/def2-TZVPD

Properties
- 2S+1: 1
- Kohn-Sham gap: 8.95 eV
- SMILES string: Cc1ccc[nH]1
- Net charge: 0
- HOMO energy: -7.90 eV

Each line ends with the Mulliken charge.
Atoms and positions in Å:
C -1.6215 -0.8663 0.2180  -1.122
C -0.4685 0.0666 0.4288  0.273
C 0.7467 -0.2397 1.0020  -0.392
C 1.7607 0.3441 0.1933  -0.505
C 1.1334 1.0518 -0.8023  -0.480
N -0.2136 0.9198 -0.6180  -0.057
H -2.5865 -0.3874 0.0259  0.306
H -1.3351 -1.4080 -0.6952  0.297
H -1.7174 -1.6077 1.0131  0.324
H 0.8915 -0.8884 1.8586  0.388
H 2.8228 0.1608 0.2663  0.380
H 1.5184 1.5647 -1.6705  0.378
H -0.9309 1.2897 -1.2201  0.210



# 2
C21H44O3OsP2 | ωB97M-V/def2-TZVPD

Properties
- 2S+1: 5
- Kohn-Sham gap (spin up / spin down): 6.16 / 3.06 eV
- ⟨S²⟩: 6.0261
- Net charge: +4
- HOMO energy (spin up / spin down): -19.18 / -21.09 eV

Each line ends with the Mulliken charge.
Atoms and positions in Å:
Os 1.5618 0.6878 0.7306  0.805
C 0.6326 -0.5241 -0.3404  0.557
O -0.0148 -1.1982 -1.0521  -0.451
C 1.0134 2.2944 -0.1161  0.389
O 0.5695 3.2350 -0.6527  -0.336
P -3.9126 -0.3641 -2.5026  0.376
C -5.1310 -1.0892 -1.3754  0.614
H -6.0291 -1.2097 -2.0090  0.498
C -4.2914 1.3564 -2.9005  0.582
H -4.2776 1.8629 -1.9171  0.506
C -3.5267 -1.4341 -3.9114  0.662
H -3.5561 -2.4474 -3.4964  0.314
C 4.6292 -0.6417 0.9999  0.249
P 3.3127 -0.2322 2.2522  0.004
H 4.6226 -0.2055 4.4182  0.459
H 4.5616 -1.7341 1.0068  0.751
C 3.9205 1.6239 2.6682  0.386
H 4.8633 1.4808 3.2273  0.646
C -3.2247 2.0277 -3.7730  -1.585
H -3.2428 1.6496 -4.8014  0.347
H -2.2098 1.9135 -3.3687  0.425
H -3.4331 3.1013 -3.8105  0.451
C -5.6852 1.5260 -3.5051  -1.392
H -5.8880 2.5961 -3.5960  0.462
H -6.4802 1.0971 -2.8808  0.393
H -5.7601 1.0853 -4.5047  0.303
C -4.5735 -1.3545 -5.0175  -1.584
H -5.6076 -1.4743 -4.6554  0.416
H -4.3899 -2.1696 -5.7274  0.461
H -4.5194 -0.4151 -5.5844  0.345
C -2.1163 -1.1845 -4.4526  -1.268
H -1.8673 -1.9662 -5.1812  0.431
H -1.3477 -1.2255 -3.6570  0.281
H -2.0339 -0.2185 -4.9580  0.320
C -4.6560 -2.4611 -0.8842  -1.333
H -4.5071 -3.1590 -1.7139  0.431
H -5.4206 -2.8978 -0.2298  0.406
H -3.7155 -2.3967 -0.3155  0.397
C -5.4554 -0.1463 -0.2112  -1.349
H -4.5788 0.0270 0.4312  0.412
H -6.2477 -0.5875 0.4090  0.425
H -5.8295 0.8215 -0.5571  0.382
C 6.0522 -0.2370 1.4089  -1.591
H 6.3527 -0.6929 2.3615  0.332
H 6.2016 0.8503 1.4840  0.320
H 6.7684 -0.6014 0.6498  0.484
C 4.2142 -0.1362 -0.3730  -0.973
H 4.8149 0.7251 -0.7096  0.340
C 2.5775 -0.8327 4.8745  -1.159
H 3.1019 0.1546 -0.4574  -0.039
H 4.3700 -0.9385 -1.1138  0.407
C 4.3538 -2.3312 3.8873  -1.208
H 1.7173 -1.3564 4.4026  0.234
H 2.8496 -1.3484 5.8044  0.475
H 2.2462 0.1940 5.1136  0.297
C 3.8442 -0.8758 4.0086  0.034
H 4.5800 -2.7010 4.8921  0.480
H 5.2361 -2.3802 3.2261  0.328
H 3.5867 -3.0205 3.4337  0.540
C 2.9393 2.3354 3.6234  -1.253
H 1.8967 2.1082 3.3409  0.169
H 3.0856 3.4265 3.5190  0.416
H 3.1260 2.0521 4.6744  0.341
C 4.2391 2.5113 1.4496  -1.230
H 5.1320 2.2037 0.8883  0.248
H 4.4029 3.5409 1.8159  0.481
H 3.3619 2.5309 0.7739  0.072
H 3.0970 -1.8890 2.4578  0.053
H -2.7142 -0.3173 -1.7571  -0.126
O -0.4570 0.4212 3.0160  -0.369
C 0.3549 0.4939 2.1743  0.311



# 3
C26H20F3IrO3P2S3 | ωB97M-V/def2-TZVPD

Properties
- 2S+1: 2
- Kohn-Sham gap (spin up / spin down): 5.94 / 5.64 eV
- ⟨S²⟩: 1.0122
- Net charge: +1
- HOMO energy (spin up / spin down): -10.86 / -11.17 eV

Each line ends with the Mulliken charge.
Atoms and positions in Å:
Ir 0.1538 -2.7467 -0.5554  1.613
S 1.9278 -2.3836 0.8765  -0.455
P 1.5546 -0.4006 0.4246  0.992
C -0.0011 -0.8231 -0.2286  -0.865
P -1.6613 -0.6972 0.3362  0.913
S -1.8279 -2.7472 0.6164  -0.458
C -1.9162 0.2388 1.8409  0.349
C -2.2647 -0.4023 3.0251  -0.541
C -2.4283 0.3440 4.1834  -0.730
C -2.2172 1.7139 4.1602  -0.529
C -1.8445 2.3512 2.9812  -0.768
C -1.7021 1.6190 1.8165  -0.047
C -2.7082 -0.0272 -0.9446  0.975
C -3.8986 0.6150 -0.6086  -0.416
C -4.7321 1.0753 -1.6161  -0.741
C -4.3806 0.8933 -2.9457  -0.482
C -3.1984 0.2440 -3.2803  -0.821
C -2.3611 -0.2220 -2.2821  -0.337
C 2.6259 0.2327 -0.8568  0.464
C 3.9508 0.5356 -0.5349  -0.332
C 4.8121 0.9700 -1.5257  -0.727
C 4.3542 1.1024 -2.8320  -0.482
C 3.0401 0.7975 -3.1517  -0.767
C 2.1719 0.3538 -2.1655  -0.248
C 1.6413 0.6975 1.8297  0.728
C 1.9049 2.0552 1.6368  -0.446
C 1.9052 2.9106 2.7267  -0.794
C 1.6493 2.4137 3.9977  -0.500
C 1.3817 1.0641 4.1878  -0.682
C 1.3714 0.2016 3.1049  -0.394
H -2.4189 -1.4741 3.0395  0.387
H -2.7215 -0.1466 5.1018  0.431
H -2.3410 2.2931 5.0660  0.433
H -1.6786 3.4201 2.9701  0.442
H -1.4352 2.1182 0.8915  0.460
H -4.1746 0.7557 0.4284  0.423
H -5.6574 1.5737 -1.3615  0.417
H -5.0347 1.2543 -3.7282  0.403
H -2.9318 0.1000 -4.3184  0.458
H -1.4427 -0.7361 -2.5399  0.119
H 4.3070 0.4317 0.4838  0.456
H 5.8399 1.2032 -1.2838  0.415
H 5.0305 1.4424 -3.6049  0.402
H 2.6912 0.8976 -4.1704  0.437
H 1.1487 0.0995 -2.4121  0.410
H 2.1190 2.4372 0.6473  0.501
H 2.1187 3.9615 2.5857  0.431
H 1.6647 3.0827 4.8483  0.448
H 1.1875 0.6826 5.1811  0.452
H 1.1719 -0.8540 3.2462  0.308
F -0.8373 -3.4125 -3.6204  -0.211
C 0.1572 -4.2704 -3.9037  0.718
F 0.8616 -3.7898 -4.9191  -0.207
F -0.3627 -5.4402 -4.2229  -0.197
S 1.2359 -4.4397 -2.4184  1.144
O 1.6053 -3.0242 -2.1055  -0.743
O 2.2869 -5.3203 -2.7574  -0.538
O 0.3077 -4.8251 -1.3400  -0.671



# 4
CH5OS2 | ωB97M-V/def2-TZVPD

Properties
- 2S+1: 1
- Kohn-Sham gap: 6.29 eV
- Net charge: -1
- HOMO energy: -2.89 eV

Each line ends with the Mulliken charge.
Atoms and positions in Å:
O 0.1208 0.7301 -1.7072  -0.470
H 0.7441 0.3911 -1.0300  0.300
C -1.1807 0.1648 0.5030  -0.856
S -1.3732 0.1004 -1.2602  0.047
S 2.2360 -1.4810 0.6754  -0.826
H -0.4314 -0.4443 1.0045  0.284
H -0.9687 1.2046 0.7616  0.293
H -2.1286 -0.1022 0.9769  0.299
H 2.9819 -0.5635 0.0761  -0.071



Which of these has the lowest net charge? CH5OS2